# 1
This record from the Open Molecules 2025 dataset describes the molecule CH6NO3P in a non-equilibrium geometry. The level of theory is ωB97M-V with the def2-TZVPD basis set.

Geometry as XYZ:
```
12
Properties=species:S:1:pos:R:3:nbo_charge:R:1
N -2.269 -0.013 0.138 -0.84
C -1.042 -0.238 -0.687 0.10
O 0.126 0.141 -0.067 -0.87
P 1.875 0.263 -0.470 1.59
O 2.219 -1.293 -0.079 -1.00
O 2.111 1.044 0.897 -1.01
H -2.346 1.068 0.152 0.35
H -2.149 -0.373 1.125 0.37
H -1.086 -1.316 -1.064 0.15
H -1.086 0.327 -1.648 0.15
H 1.879 -1.597 0.822 0.51
H 1.769 1.989 0.882 0.52
```

Energy = -18056.3687 eV
SMILES = NCOP(O)O
Kohn-Sham gap = 10.2 eV

---

# 2
This record from the Open Molecules 2025 dataset describes a cluster of 2 separate species, CH6NO3P in total in a non-equilibrium geometry. The level of theory is ωB97M-V with the def2-TZVPD basis set.

Geometry as XYZ:
```
12
Properties=species:S:1:pos:R:3:nbo_charge:R:1
C -2.722 0.020 -0.421 -0.28
N 2.030 -1.260 0.479 -1.26
O 1.334 1.196 -0.448 -1.02
O 3.774 0.553 -0.042 -0.98
O -2.197 0.449 0.919 -0.72
P 2.252 0.190 -0.030 2.32
H -2.228 0.720 -1.148 0.18
H -3.865 -0.103 -0.615 0.20
H -2.451 -1.125 -0.711 0.16
H 1.157 -1.379 0.859 0.38
H -1.440 0.894 0.692 0.46
H 4.354 -0.155 0.466 0.55
```

Energy = -18054.9370 eV
Kohn-Sham gap = 10.1 eV

---

# 3
This record from the Open Molecules 2025 dataset describes a cluster of 2 separate species, CH6NOS in total in a non-equilibrium geometry. The level of theory is ωB97M-V with the def2-TZVPD basis set.

Geometry as XYZ:
```
10
Properties=species:S:1:pos:R:3:nbo_charge:R:1
S -2.348 -0.504 -0.364 -1.04
H -3.400 0.130 0.239 0.11
N 0.686 -0.444 -0.913 -0.88
C 1.268 0.278 0.184 0.11
O 0.326 0.655 1.146 -0.80
H -0.198 0.062 -1.073 0.39
H 0.272 -1.318 -0.585 0.36
H 1.814 1.171 -0.178 0.12
H 2.133 -0.277 0.600 0.12
H -0.553 0.246 0.945 0.51
```

Net charge = -1
Energy = -15508.1444 eV
Kohn-Sham gap = 7.5 eV

---

# 4
This record from the Open Molecules 2025 dataset describes a cluster of 2 separate species, CH6NOS in total in a non-equilibrium geometry. The level of theory is ωB97M-V with the def2-TZVPD basis set.

Geometry as XYZ:
```
10
Properties=species:S:1:pos:R:3:nbo_charge:R:1
S -1.952 0.549 -0.065 -0.08
H -2.299 -0.651 0.439 0.11
N 1.502 0.691 -0.721 -0.82
C 1.706 -0.670 -0.163 0.07
O 0.823 -0.987 0.967 -0.75
H 1.307 1.174 0.165 0.35
H 0.619 0.654 -1.182 0.35
H 2.713 -0.805 0.221 0.17
H 1.622 -1.419 -0.999 0.15
H -0.059 -0.658 0.692 0.46
```

Spin multiplicity = 2
Expectation value of S² = 0.7526
Energy = -15505.1074 eV
Kohn-Sham gap (spin up / spin down) = 10.5 / 6.6 eV

---

# 5
This record from the Open Molecules 2025 dataset describes a cluster of 2 separate species, CH6NS in total. The level of theory is ωB97M-V with the def2-TZVPD basis set.

Geometry as XYZ:
```
9
Properties=species:S:1:pos:R:3:nbo_charge:R:1
S 0.277 -1.225 -3.209 -1.08
H 1.002 -1.002 -4.305 0.08
C -0.709 0.040 1.122 -0.41
N 0.547 0.780 1.327 -0.86
H -1.317 0.527 0.369 0.19
H -1.267 0.022 2.055 0.16
H -0.501 -0.957 0.743 0.20
H 1.353 0.204 1.136 0.36
H 0.614 1.611 0.762 0.36
```

Net charge = -1
Energy = -13460.2014 eV
Kohn-Sham gap = 6.5 eV

---

# 6
This record from the Open Molecules 2025 dataset describes a cluster of 2 separate species, CH6NS in total in a non-equilibrium geometry. The level of theory is ωB97M-V with the def2-TZVPD basis set.

Geometry as XYZ:
```
9
Properties=species:S:1:pos:R:3:nbo_charge:R:1
N -2.055 1.174 0.720 -1.06
H -2.344 0.197 0.828 0.35
H -1.675 1.481 1.609 0.35
H -1.238 0.973 0.134 0.35
C 1.522 -0.817 -0.574 -0.80
S 0.697 0.427 -1.617 0.12
H 0.916 -1.278 0.219 0.22
H 1.736 -1.680 -1.215 0.25
H 2.441 -0.476 -0.104 0.23
```

Spin multiplicity = 2
Expectation value of S² = 0.7527
Energy = -13458.1745 eV
Kohn-Sham gap (spin up / spin down) = 10.5 / 7.0 eV

---

# 7
This record from the Open Molecules 2025 dataset describes a structure of composition CH6Na6O6 in a non-equilibrium geometry. The level of theory is ωB97M-V with the def2-TZVPD basis set.

Geometry as XYZ:
```
19
Properties=species:S:1:pos:R:3:lowdin_charge:R:1
Na 1.253 2.357 -2.117 0.84
Na 1.583 -0.521 -1.560 0.83
Na -1.233 2.108 -1.733 0.87
Na 1.064 2.623 0.397 0.91
Na -1.145 -1.041 -1.609 0.91
Na -2.096 1.394 0.888 0.77
C 0.035 0.671 -0.598 -0.88
O 0.751 1.056 -1.500 -0.08
O -0.726 1.459 0.018 -0.11
O 0.132 -0.467 -0.164 -0.08
O -1.082 -0.232 1.735 0.03
H -1.784 -0.804 1.424 0.12
H -0.623 0.039 0.940 -0.03
O 0.680 -2.339 0.051 0.08
H 0.603 -1.397 -0.098 -0.26
H -0.173 -2.693 -0.201 0.08
O 1.300 -0.707 1.465 0.09
H 0.596 -1.058 2.010 0.10
H 0.866 -0.448 0.651 -0.19
```

Net charge = +4
Energy = -39859.9102 eV
Kohn-Sham gap = 6.1 eV

---

# 8
This record from the Open Molecules 2025 dataset describes a structure of composition CH6Na7O6 in a non-equilibrium geometry. The level of theory is ωB97M-V with the def2-TZVPD basis set.

Geometry as XYZ:
```
20
Properties=species:S:1:pos:R:3:nbo_charge:R:1
Na -1.998 -0.686 -0.196 0.95
Na -1.480 -1.583 3.057 0.95
Na -1.658 1.832 1.870 0.76
Na 2.023 2.527 2.707 0.63
Na 1.436 2.572 -1.354 0.98
Na 2.228 -0.681 2.567 0.79
Na 4.007 0.942 0.104 0.97
C 0.540 0.485 0.551 0.93
O 1.625 0.985 0.775 -1.01
O 0.029 -0.433 1.238 -1.03
O -0.225 1.012 -0.292 -0.94
O -1.738 1.893 -2.412 -0.91
H -1.198 1.940 -1.623 0.45
H -2.582 1.563 -2.106 0.47
O -0.323 -1.366 -2.117 -0.99
H -0.172 -0.445 -2.333 0.47
H -0.070 -1.843 -2.907 0.52
O -0.005 -3.202 0.615 -0.88
H -0.808 -3.184 1.135 0.42
H 0.370 -2.328 0.721 0.46
```

Net charge = +4
Spin multiplicity = 2
Expectation value of S² = 0.7504
Energy = -44298.7011 eV
Kohn-Sham gap (spin up / spin down) = 4.0 / 8.2 eV

---

# 9
This record from the Open Molecules 2025 dataset describes a cluster of 2 separate species, CH6O in total in a non-equilibrium geometry. The level of theory is ωB97M-V with the def2-TZVPD basis set.

Geometry as XYZ:
```
8
Properties=species:S:1:pos:R:3:nbo_charge:R:1
C -1.601 0.010 0.002 -0.85
H -1.132 -0.749 -0.694 0.21
H -2.659 0.039 -0.202 0.21
H -1.237 1.058 -0.156 0.22
H -1.368 -0.334 1.115 0.21
O 1.517 0.076 -0.029 -0.94
H 1.409 -0.904 -0.007 0.47
H 2.454 0.225 0.159 0.47
```

Energy = -3181.4422 eV
SMILES = C.O
Kohn-Sham gap = 12.4 eV

---

# 10
This record from the Open Molecules 2025 dataset describes a cluster of 2 separate species, CH6O2 in total in a non-equilibrium geometry. The level of theory is ωB97M-V with the def2-TZVPD basis set.

Geometry as XYZ:
```
9
Properties=species:S:1:pos:R:3:nbo_charge:R:1
C -1.313 0.004 0.819 -0.26
O -1.287 -0.117 -0.552 -0.73
H -0.809 0.936 1.131 0.18
H -2.192 0.272 1.366 0.17
H -0.780 -0.880 1.230 0.16
H -2.132 -0.684 -1.000 0.47
O 2.986 0.012 -0.559 -0.93
H 3.507 0.379 -1.282 0.46
H 2.020 0.077 -1.152 0.47
```

Energy = -5227.3524 eV
SMILES = CO.O
Kohn-Sham gap = 11.1 eV

---

# 11
This record from the Open Molecules 2025 dataset describes a cluster of 2 separate species, CH6O2 in total in a non-equilibrium geometry. The level of theory is ωB97M-V with the def2-TZVPD basis set.

Geometry as XYZ:
```
9
Properties=species:S:1:pos:R:3:nbo_charge:R:1
C -1.483 1.315 -1.157 -0.25
O -0.790 0.291 -1.916 -0.73
H -0.743 2.083 -0.878 0.16
H -1.999 0.975 -0.243 0.17
H -2.227 1.771 -1.832 0.19
H -0.321 -0.324 -1.314 0.47
O 2.272 -2.341 2.524 -0.94
H 2.222 -1.699 1.781 0.47
H 3.069 -2.070 3.034 0.47
```

Energy = -5228.5851 eV
SMILES = CO.O
Kohn-Sham gap = 10.9 eV

---

# 12
This record from the Open Molecules 2025 dataset describes a cluster of 2 separate species, CH6O2 in total in a non-equilibrium geometry. The level of theory is ωB97M-V with the def2-TZVPD basis set.

Geometry as XYZ:
```
9
Properties=species:S:1:pos:R:3:nbo_charge:R:1
C 1.142 0.132 0.915 -0.25
O 0.604 -1.066 0.472 -0.75
H 1.434 -0.117 2.011 0.17
H 2.118 0.184 0.358 0.17
H 0.331 0.893 0.739 0.19
H -0.263 -0.934 -0.013 0.47
O -1.535 0.530 -1.244 -0.93
H -1.669 0.521 -2.201 0.47
H -2.162 -0.144 -1.037 0.46
```

Energy = -5228.2206 eV
SMILES = CO.O
Kohn-Sham gap = 10.1 eV

---

# 13
This record from the Open Molecules 2025 dataset describes a cluster of 3 separate species, CH6O5 in total in a non-equilibrium geometry. The level of theory is ωB97M-V with the def2-TZVPD basis set.

Geometry as XYZ:
```
12
Properties=species:S:1:pos:R:3:nbo_charge:R:1
O -0.246 -0.206 1.835 0.03
O -1.450 -0.586 1.685 -0.25
C 1.533 0.834 0.173 -0.27
O 0.182 1.103 0.657 -0.57
H 1.623 -0.057 -0.440 0.20
H 2.114 0.698 1.084 0.20
H 1.888 1.715 -0.368 0.19
H -0.487 0.860 -0.038 0.51
O -1.458 -0.418 -0.894 -0.51
O -0.728 -1.429 -1.553 -0.46
H -1.624 -0.738 0.074 0.47
H -1.347 -1.775 -2.217 0.46
```

Energy = -11362.7641 eV
SMILES = O=O.CO.OO
Kohn-Sham gap (spin up / spin down) = 9.0 / 8.7 eV

---

# 14
This record from the Open Molecules 2025 dataset describes a cluster of 2 separate species, CH6OS in total in a non-equilibrium geometry. The level of theory is ωB97M-V with the def2-TZVPD basis set.

Geometry as XYZ:
```
9
Properties=species:S:1:pos:R:3:nbo_charge:R:1
C 0.446 0.814 2.181 -0.28
O 0.319 -0.639 1.909 -0.72
H 0.620 0.986 3.295 0.18
H 1.287 1.235 1.584 0.18
H -0.602 1.225 2.027 0.17
H -0.142 -0.550 1.043 0.46
S -0.317 -0.075 -1.950 -0.33
H 0.204 -0.635 -3.136 0.17
H -1.516 -0.830 -1.962 0.16
```

Energy = -14015.9050 eV
SMILES = CO.S
Kohn-Sham gap = 10.6 eV

---

# 15
This record from the Open Molecules 2025 dataset describes a cluster of 2 separate species, CH6OS2 in total in a non-equilibrium geometry. The level of theory is ωB97M-V with the def2-TZVPD basis set.

Geometry as XYZ:
```
10
Properties=species:S:1:pos:R:3:nbo_charge:R:1
C 0.772 -0.950 -0.847 -0.73
S -0.740 -1.918 -0.514 0.09
S -1.604 -0.453 0.843 -0.17
H 0.516 0.080 -1.048 0.24
H 1.246 -1.364 -1.747 0.22
H 1.425 -1.068 0.018 0.22
H -2.307 0.167 -0.083 0.12
O 0.429 1.829 0.767 -0.93
H 0.774 1.750 1.664 0.47
H -0.511 1.927 0.946 0.47
```

Energy = -24851.9292 eV
SMILES = CSS.O
Kohn-Sham gap = 9.3 eV

---

# 16
This record from the Open Molecules 2025 dataset describes a cluster of 2 separate species, CH6OS2 in total in a non-equilibrium geometry. The level of theory is ωB97M-V with the def2-TZVPD basis set.

Geometry as XYZ:
```
10
Properties=species:S:1:pos:R:3:nbo_charge:R:1
C 0.009 1.203 -0.556 -0.76
S -0.418 0.694 -2.213 0.11
S -0.423 -1.405 -1.791 -0.17
H 0.997 0.894 -0.231 0.23
H 0.085 2.301 -0.574 0.22
H -0.728 0.972 0.202 0.23
H -1.777 -1.544 -1.668 0.13
O 0.796 -0.681 2.089 -0.94
H 0.280 -0.890 2.876 0.47
H 1.180 -1.544 1.865 0.47
```

Energy = -24852.0882 eV
SMILES = CSS.O
Kohn-Sham gap = 9.4 eV

---

# 17
This record from the Open Molecules 2025 dataset describes a cluster of 2 separate species, CH6OS2 in total in a non-equilibrium geometry. The level of theory is ωB97M-V with the def2-TZVPD basis set.

Geometry as XYZ:
```
10
Properties=species:S:1:pos:R:3:nbo_charge:R:1
C 1.438 -0.145 -1.846 -0.80
S 0.526 0.419 -0.407 0.55
S -0.575 -1.190 0.194 0.20
H 1.660 -1.213 -1.795 0.28
H 2.328 0.460 -1.778 0.28
H 0.958 -0.017 -2.824 0.29
H -1.346 -1.224 -0.917 0.18
H -1.213 1.189 1.349 0.44
H -0.113 1.545 2.381 0.47
O -1.058 1.388 2.283 -0.89
```

Net charge = +1
Spin multiplicity = 2
Expectation value of S² = 0.7547
Energy = -24842.9339 eV
Kohn-Sham gap (spin up / spin down) = 10.0 / 6.1 eV

---

# 18
This record from the Open Molecules 2025 dataset describes a cluster of 2 separate species, CH6OSi in total in a non-equilibrium geometry. The level of theory is ωB97M-V with the def2-TZVPD basis set.

Geometry as XYZ:
```
9
Properties=species:S:1:pos:R:3:nbo_charge:R:1
C 0.073 -0.957 -0.424 -0.17
O 1.009 -1.696 0.157 -0.66
Si 0.083 0.843 -0.167 0.80
H -1.345 -0.806 0.948 -0.17
H -0.431 -1.586 -1.026 0.19
H 1.551 -1.154 0.731 0.47
H 0.333 1.037 1.324 -0.14
H 1.277 1.317 -0.971 -0.20
H -1.183 1.252 -0.756 -0.13
```

Energy = -11055.0233 eV
Kohn-Sham gap = 8.7 eV

---

# 19
This record from the Open Molecules 2025 dataset describes a cluster of 2 separate species, CH6P4 in total in a non-equilibrium geometry. The level of theory is ωB97M-V with the def2-TZVPD basis set.

Geometry as XYZ:
```
11
Properties=species:S:1:pos:R:3:nbo_charge:R:1
C -0.200 -0.569 1.592 -0.95
P -0.136 -0.362 -0.204 0.27
P 0.151 1.752 -0.691 -0.02
P 2.037 0.889 -1.859 0.03
P 1.822 0.814 0.275 0.01
H 0.644 -0.020 2.040 0.23
H -0.159 -1.621 1.790 0.24
H -1.169 -0.140 1.905 0.23
H 2.860 2.035 -1.874 -0.04
H -3.281 -1.403 -1.609 0.00
H -2.568 -1.375 -1.365 -0.01
```

Energy = -38287.4277 eV
SMILES = CP1#P2[PH]#P12.[H][H]
Kohn-Sham gap = 8.4 eV

---

# 20
This record from the Open Molecules 2025 dataset describes a cluster of 2 separate species, CH6S2 in total. The level of theory is ωB97M-V with the def2-TZVPD basis set.

Geometry as XYZ:
```
9
Properties=species:S:1:pos:R:3:nbo_charge:R:1
S 0.461 0.565 1.430 -0.12
S 1.479 -0.549 0.029 -0.12
H -0.760 0.084 1.192 0.12
H 1.775 -1.603 0.808 0.12
C -3.298 0.104 -2.627 -0.85
H -3.528 0.009 -3.685 0.21
H -2.438 -0.522 -2.399 0.21
H -4.161 -0.187 -2.029 0.21
H -3.015 1.133 -2.402 0.21
```

Energy = -22804.6095 eV
SMILES = SS.C
Kohn-Sham gap = 10.1 eV